Record 1
{"formula": "C3H5N3O", "method": "the ωB97M-V functional and the def2-TZVPD basis", "fmax_ev_per_a": 1.50, "orbital_gap_ev": 10.53, "smiles": "OCc1nc[nH]n1", "lumo_energy_ev": 0.8, "total_energy_ha": -356.75337, "homo_energy_ev": -9.74, "species": ["O", "C", "C", "N", "N", "C", "N", "H", "H", "H", "H", "H"], "coordinates": [[0.3229, -0.7711, -2.5389], [0.1749, 0.1076, -1.4742], [-0.3143, -0.4434, -0.1106], [-1.3328, 0.0157, 0.6263], [-0.7179, 0.3038, 1.7951], [0.5971, 0.0190, 1.7136], [0.8544, -0.5513, 0.5821], [-0.4872, -1.2854, -2.5743], [-0.4629, 0.9792, -1.6458], [1.1918, 0.4884, -1.2833], [-1.2045, 0.7222, 2.5726], [1.3785, 0.4151, 2.3373]]}

Record 2
{"formula": "C3H5N3O", "method": "the ωB97M-V functional and the def2-TZVPD basis", "fmax_ev_per_a": 1.47, "orbital_gap_ev": 9.60, "lumo_energy_ev": 0.7, "total_energy_ha": -356.61666, "homo_energy_ev": -8.95, "species": ["O", "C", "C", "N", "N", "C", "N", "H", "H", "H", "H", "H"], "coordinates": [[-2.0425, 1.0103, 0.2850], [-1.9613, -0.3522, 0.1029], [0.0892, -0.4477, -0.0405], [0.6532, 0.4522, -0.7254], [1.9772, 0.3935, -0.2617], [2.3465, -0.6042, 0.4840], [-0.6454, -1.1740, 0.5770], [-1.5914, 1.4949, -0.4253], [-2.1488, -0.6520, -0.9368], [-2.5974, -0.8340, 0.8152], [2.5149, 1.1728, -0.6133], [3.4059, -0.4597, 0.7389]]}

Record 3
{"formula": "C3H5N3O2S", "method": "the ωB97M-V functional and the def2-TZVPD basis", "fmax_ev_per_a": 3.57, "orbital_gap_ev": 10.81, "smiles": "N#CC/C=N\\S(N)(=O)=O", "lumo_energy_ev": -0.2, "total_energy_ha": -830.17896, "homo_energy_ev": -10.99, "species": ["C", "C", "C", "N", "N", "N", "O", "O", "S", "H", "H", "H", "H", "H"], "coordinates": [[3.0031, 0.2848, 0.0077], [0.8170, -0.9189, 0.0012], [1.6396, 0.3864, -0.2704], [4.1090, 0.1659, 0.1936], [-0.4290, -1.0331, 0.1658], [-2.9391, -0.1718, 0.4038], [-0.9403, 1.3653, 0.8356], [-1.3281, 0.6049, -1.3955], [-1.3755, 0.3209, -0.0198], [1.5304, 0.8846, -1.2073], [1.2212, -1.9417, 0.1706], [1.2793, 1.2385, 0.4407], [-3.6960, -0.1399, -0.2244], [-2.8919, -1.0458, 0.8983]]}

Record 4
{"formula": "C3H5N3O3S", "method": "the ωB97M-V functional and the def2-TZVPD basis", "fmax_ev_per_a": 5.86, "orbital_gap_ev": 8.99, "lumo_energy_ev": 0.0, "total_energy_ha": -905.29882, "homo_energy_ev": -9.00, "species": ["C", "C", "C", "N", "N", "N", "O", "O", "O", "S", "H", "H", "H", "H", "H"], "coordinates": [[3.1686, 0.3620, -0.4670], [3.8147, -0.8024, -0.4883], [0.9422, -1.9667, 0.7308], [1.4586, -0.9605, 0.4112], [1.8338, 0.2322, 0.1932], [-1.9715, -0.7205, 1.1337], [-1.1039, -0.1120, -1.1101], [-2.9543, -1.7630, -0.8631], [4.4750, -1.7686, -0.4138], [-1.6540, -1.5644, -0.3902], [3.5816, 1.4017, -0.6406], [1.2337, 0.7190, -0.4904], [-2.6352, -1.0689, 1.7658], [-1.1252, -0.4176, 1.4493], [-1.8672, 0.5838, -0.9096]]}